1.
Computed, not measured: a 22-piece molecular cluster, C55H95Cl18F21N6O20 overall in a non-equilibrium geometry, with wB97M-V/def2-TZVPD.

Values from the calculation:
Gap between HOMO and LUMO = 9.209 eV
LUMO = 0.04 eV
Max |F| = 4.3 eV/Å
Total charge = 0
Total energy = -390939.834 eV

Last column: Löwdin charge in e.
Atoms and positions in Å:
C1 -6.215 -5.478 -1.436  -0.323
O1 -7.125 -6.192 -1.077  0.020
N1 -5.463 -5.690 -2.563  -0.197
C2 -4.342 -4.853 -2.819  -0.102
C3 -5.588 -6.965 -3.223  -0.061
H1 -5.906 -4.503 -1.014  0.114
H2 -4.469 -4.481 -3.836  0.071
H3 -3.369 -5.328 -2.701  0.074
H4 -4.338 -4.031 -2.086  0.058
H5 -5.523 -6.819 -4.303  0.082
H6 -4.956 -7.781 -2.893  0.085
H7 -6.592 -7.392 -3.065  0.090
C4 -6.354 -1.329 0.242  -0.322
O2 -5.435 -1.942 -0.314  -0.060
N2 -6.189 -0.207 1.025  -0.169
C5 -7.290 0.518 1.627  -0.050
C6 -4.847 0.403 1.112  -0.064
H8 -7.410 -1.637 0.141  0.139
H9 -8.237 -0.007 1.539  0.088
H10 -7.402 1.524 1.213  0.078
H11 -7.093 0.518 2.709  0.090
H12 -4.905 1.463 0.870  0.068
H13 -4.451 0.210 2.108  0.076
H14 -4.115 -0.088 0.474  0.034
C7 -0.937 -5.151 -4.808  -0.297
O3 -0.903 -3.937 -5.038  -0.048
N3 -1.585 -6.046 -5.619  -0.179
C8 -2.261 -5.508 -6.844  -0.011
C9 -1.511 -7.447 -5.344  -0.069
H15 -0.472 -5.612 -3.924  0.137
H16 -2.286 -4.426 -6.707  0.073
H17 -3.303 -5.869 -6.837  0.088
H18 -1.770 -5.821 -7.776  0.093
H19 -0.947 -8.026 -6.081  0.094
H20 -1.068 -7.561 -4.367  0.080
H21 -2.497 -7.893 -5.284  0.082
C10 -0.013 3.519 -4.029  -0.311
O4 -0.642 3.704 -2.990  -0.035
N4 1.075 4.278 -4.409  -0.179
C11 1.640 4.046 -5.718  -0.058
C12 1.468 5.438 -3.587  -0.044
H22 -0.279 2.767 -4.788  0.109
H23 2.714 3.872 -5.621  0.073
H24 1.467 4.895 -6.381  0.092
H25 1.209 3.116 -6.101  0.082
H26 1.083 5.301 -2.577  0.057
H27 2.549 5.539 -3.533  0.047
H28 1.052 6.331 -4.066  0.094
C13 -6.298 3.306 -1.405  -0.385
O5 -6.762 4.422 -1.333  0.005
N5 -5.251 2.946 -2.163  -0.162
C14 -4.787 1.544 -2.092  -0.060
C15 -4.627 3.944 -3.030  -0.019
H29 -6.676 2.432 -0.840  0.119
H30 -5.354 0.930 -1.386  0.070
H31 -3.730 1.525 -1.856  0.057
H32 -4.773 1.167 -3.115  0.022
H33 -5.174 4.881 -3.061  0.088
H34 -3.591 4.083 -2.735  0.071
H35 -4.634 3.480 -4.020  0.089
C16 3.704 0.082 5.835  -0.327
O6 4.839 0.176 6.289  -0.018
N6 2.583 0.010 6.655  -0.187
C17 1.256 -0.227 6.087  -0.057
C18 2.841 -0.128 8.081  -0.049
H36 3.405 0.086 4.777  0.106
H37 0.885 -1.244 6.260  0.081
H38 1.310 0.008 5.009  0.083
H39 0.589 0.542 6.486  0.051
H40 2.250 0.626 8.629  0.094
H41 2.579 -1.123 8.447  0.084
H42 3.910 -0.030 8.175  0.071
C19 -2.919 -1.024 -4.754  -0.984
Cl1 -2.384 0.638 -4.452  0.599
Cl2 -4.268 -1.493 -3.737  0.607
H43 -3.157 -1.049 -5.815  0.032
H44 -2.099 -1.714 -4.538  0.005
C20 3.892 -0.797 -3.716  -0.953
Cl3 4.531 -0.062 -2.173  0.559
Cl4 3.402 0.418 -4.905  0.549
H45 4.715 -1.369 -4.148  0.010
H46 3.081 -1.481 -3.453  0.025
C21 -4.455 -3.626 2.647  -1.086
Cl5 -6.097 -4.173 2.377  0.557
Cl6 -3.869 -4.348 4.121  0.546
H47 -3.732 -3.875 1.861  -0.022
H48 -4.549 -2.541 2.753  -0.003
C22 -2.389 3.558 7.127  -1.005
Cl7 -0.882 3.078 6.302  0.569
Cl8 -2.562 2.485 8.489  0.557
H49 -2.344 4.593 7.468  0.042
H50 -3.177 3.458 6.379  0.011
C23 -2.856 6.350 -0.715  -0.999
Cl9 -2.744 7.358 0.779  0.558
Cl10 -2.073 7.037 -2.141  0.539
H51 -2.374 5.402 -0.500  0.018
H52 -3.933 6.155 -0.845  0.028
C24 2.681 4.051 5.942  -0.968
Cl11 4.005 3.711 7.018  0.560
Cl12 2.995 3.284 4.282  0.495
H53 1.751 3.609 6.322  -0.035
H54 2.563 5.119 5.785  0.026
C25 1.046 -2.726 -7.070  -1.037
Cl13 0.397 -1.101 -6.901  0.516
Cl14 2.283 -2.843 -8.345  0.526
H55 1.428 -2.978 -6.089  0.012
H56 0.255 -3.413 -7.360  0.009
C26 -1.462 -2.887 -0.321  -0.942
Cl15 -1.486 -4.664 0.038  0.511
Cl16 -2.073 -1.876 0.955  0.710
H57 -0.408 -2.665 -0.493  0.007
H58 -2.046 -2.791 -1.238  0.023
C27 2.379 4.688 0.499  -0.882
Cl17 1.782 3.075 -0.117  0.572
Cl18 3.420 5.487 -0.717  0.563
H59 1.443 5.236 0.648  0.015
H60 3.045 4.525 1.348  0.003
C28 -4.662 4.228 1.625  -0.062
C29 -3.964 3.933 2.924  -0.149
O7 -2.672 4.582 2.702  0.011
C30 -2.231 5.290 3.694  -0.464
O8 -2.740 5.490 4.741  0.149
C31 -0.824 5.873 3.340  -0.468
F1 -0.465 5.806 2.044  0.111
F2 -0.779 7.147 3.772  0.153
F3 0.144 5.139 4.047  0.060
H61 -5.668 3.799 1.603  0.080
H62 -4.132 3.935 0.710  0.075
H63 -4.786 5.308 1.593  0.073
H64 -3.722 2.893 3.157  0.108
H65 -4.472 4.376 3.785  0.128
C32 -0.204 -2.899 3.808  -0.086
C33 1.210 -3.246 3.549  -0.173
O9 1.513 -2.794 2.205  0.059
C34 2.545 -2.018 2.123  -0.444
O10 3.271 -1.636 2.966  0.172
C35 2.746 -1.519 0.704  -0.540
F4 1.872 -2.040 -0.191  0.129
F5 2.621 -0.193 0.668  0.152
F6 3.967 -1.895 0.332  0.142
H66 -0.805 -3.465 3.081  0.051
H67 -0.405 -1.845 3.637  0.065
H68 -0.549 -3.232 4.782  0.075
H69 1.381 -4.331 3.566  0.141
H70 1.898 -2.728 4.217  0.111
C36 0.446 0.139 -2.292  -0.072
C37 -0.766 0.602 -1.599  -0.211
O11 -0.364 0.675 -0.164  -0.003
C38 -1.202 1.247 0.614  -0.521
O12 -2.282 1.570 0.302  0.153
C39 -0.613 1.482 2.046  -0.475
F7 -1.630 1.230 2.940  0.110
F8 0.432 0.713 2.380  0.152
F9 -0.257 2.784 2.158  0.115
H71 0.312 -0.016 -3.357  0.061
H72 0.741 -0.842 -1.924  0.066
H73 1.201 0.903 -2.072  0.070
H74 -1.578 -0.126 -1.613  0.101
H75 -1.214 1.532 -1.961  0.086
C40 -2.410 -2.995 7.657  -0.064
C41 -2.184 -1.569 7.941  -0.156
O13 -3.329 -0.819 7.339  0.018
C42 -3.173 -0.534 6.075  -0.482
O14 -2.265 -0.792 5.387  0.177
C43 -4.460 0.087 5.576  -0.443
F10 -4.218 1.411 5.135  0.081
F11 -4.828 -0.625 4.463  0.124
F12 -5.438 0.181 6.456  0.196
H76 -1.563 -3.606 7.971  0.093
H77 -2.338 -3.107 6.566  0.050
H78 -3.380 -3.338 8.007  0.097
H79 -1.256 -1.057 7.654  0.119
H80 -2.445 -1.374 8.984  0.128
C44 6.399 -4.318 -1.556  -0.059
C45 6.569 -3.649 -2.863  -0.159
O15 6.039 -4.395 -4.022  0.050
C46 4.752 -4.484 -4.169  -0.466
O16 3.913 -4.000 -3.512  0.175
C47 4.428 -5.351 -5.400  -0.439
F13 4.064 -4.489 -6.424  0.087
F14 5.444 -6.119 -5.824  0.166
F15 3.354 -6.176 -5.118  0.120
H81 6.855 -3.675 -0.798  0.085
H82 6.954 -5.258 -1.564  0.089
H83 5.353 -4.494 -1.281  0.087
H84 7.612 -3.592 -3.150  0.134
H85 6.002 -2.720 -2.866  0.095
C48 7.034 -1.447 3.562  -0.052
C49 6.949 -1.184 2.109  -0.198
O17 6.019 -0.128 1.824  0.047
C50 6.508 1.047 1.630  -0.476
O18 7.602 1.443 1.701  0.210
C51 5.426 2.059 1.347  -0.490
F16 4.268 1.715 1.964  0.097
F17 5.726 3.313 1.733  0.155
F18 5.251 2.103 -0.010  0.093
H86 7.773 -2.230 3.738  0.088
H87 6.023 -1.648 3.944  0.083
H88 7.424 -0.618 4.144  0.089
H89 6.495 -2.007 1.561  0.118
H90 7.932 -0.887 1.736  0.128
C52 4.937 3.607 -3.176  -0.111
C53 5.783 3.051 -4.223  -0.179
O19 6.971 3.948 -4.168  0.075
C54 7.876 3.594 -4.956  -0.538
O20 7.920 2.634 -5.613  0.201
C55 9.001 4.601 -4.899  -0.428
F19 10.176 4.037 -4.471  0.132
F20 9.300 5.130 -6.163  0.098
F21 8.777 5.689 -4.129  0.148
H91 5.383 3.597 -2.184  0.072
H92 3.964 3.100 -3.139  0.071
H93 4.700 4.608 -3.524  0.070
H94 5.420 3.140 -5.244  0.129
H95 6.175 2.055 -3.992  0.119

2.
Computed, not measured: C3H12InN2 as an isolated structure, with wB97M-V/def2-TZVPD.

Values from the calculation:
Gap between HOMO and LUMO = 7.173 eV
Energy above the lowest of the compared OMol25 structures with the same formula, charge and spin = 0.00 kcal per mole
LUMO = 3.46 eV
Max |F| = 0.1 eV/Å
Total charge = -1
Total energy = -11459.599 eV

Last column: Löwdin charge in e.
Atoms and positions in Å:
C1 2.038 -0.306 0.468  -0.151
C2 1.553 0.973 -0.207  -0.400
C3 0.109 1.309 0.168  -0.352
In1 -1.525 0.013 -0.651  0.532
N1 -0.885 -1.955 -1.222  -0.232
N2 -2.955 -0.336 0.914  -0.237
H1 3.074 -0.547 0.209  0.057
H2 1.978 -0.204 1.556  0.064
H3 1.402 -1.148 0.187  0.038
H4 1.633 0.850 -1.295  0.085
H5 2.248 1.787 0.050  0.081
H6 0.011 1.318 1.262  0.015
H7 -0.135 2.328 -0.160  0.007
H8 -2.294 0.780 -2.048  -0.136
H9 -0.543 -2.470 -0.415  -0.091
H10 -0.088 -1.906 -1.851  -0.090
H11 -2.563 -1.003 1.575  -0.094
H12 -3.058 0.518 1.458  -0.096

3.
Computed, not measured: a 10-piece molecular cluster, C40H56N9O16 overall in a non-equilibrium geometry, with wB97M-V/def2-TZVPD.

Values from the calculation:
Gap between HOMO and LUMO = 6.102 eV
Energy above the lowest of the compared OMol25 structures with the same formula, charge and spin = 131.21 kcal per mole
LUMO = -0.02 eV
Max |F| = 17.9 eV/Å
Total charge = -1
Total energy = -88526.219 eV

Last column: Löwdin charge in e.
Atoms and positions in Å:
C1 -0.989 0.264 -0.012  -1.007
O1 -1.322 -0.516 -0.769  0.058
O2 -1.910 0.986 0.712  -0.014
O3 0.124 0.747 0.043  -0.026
H1 -2.846 0.583 0.418  0.116
C2 3.107 3.673 -1.520  -0.107
C3 1.831 3.624 -0.692  0.004
C4 2.070 4.309 0.673  0.044
C5 3.422 5.058 1.151  -0.061
C6 4.564 5.040 0.142  0.075
C7 4.317 4.379 -1.257  -0.060
N1 3.486 5.414 2.565  -0.380
O4 4.642 5.503 2.919  0.061
O5 2.537 5.985 3.100  0.057
H2 3.074 3.248 -2.599  0.100
H3 1.052 2.948 -1.143  0.087
H4 1.120 4.248 1.308  0.083
H5 5.404 5.334 0.320  -0.032
H6 5.068 4.325 -2.126  0.107
C8 2.321 -0.178 -3.906  -0.085
C9 1.062 -0.127 -3.040  0.045
C10 0.025 1.082 -3.295  0.124
C11 0.523 2.227 -4.364  -0.042
C12 1.890 1.983 -5.103  0.029
C13 2.726 0.801 -4.746  -0.133
N2 -0.343 3.407 -4.591  -0.367
O6 0.210 4.488 -5.106  -0.023
O7 -1.477 3.299 -4.337  0.107
H7 3.078 -0.909 -3.778  0.076
H8 0.588 -0.914 -2.581  -0.001
H9 -0.800 1.311 -2.686  0.039
H10 2.330 2.765 -5.879  0.128
H11 3.547 0.531 -5.283  0.058
C14 0.307 -3.727 -3.179  -0.026
C15 -1.108 -3.068 -3.177  0.043
C16 -2.352 -3.948 -3.314  0.080
C17 -2.107 -5.524 -3.646  -0.050
C18 -0.732 -6.048 -3.459  0.039
C19 0.409 -5.088 -3.302  -0.059
N3 -3.356 -6.339 -3.754  -0.323
O8 -4.551 -5.850 -3.918  -0.008
O9 -3.285 -7.485 -3.328  0.047
H12 0.938 -3.134 -3.097  -0.050
H13 -0.999 -2.035 -2.897  0.044
H14 -3.349 -3.415 -3.072  0.080
H15 -0.515 -7.008 -3.505  0.037
H16 1.487 -5.404 -3.260  0.116
C20 -2.766 -2.660 5.912  -0.103
C21 -3.728 -1.438 5.896  -0.068
C22 -4.306 -1.026 4.643  -0.012
C23 -3.820 -1.685 3.228  -0.009
C24 -2.862 -3.011 3.410  0.075
C25 -2.435 -3.363 4.816  -0.144
N4 -4.469 -1.210 1.972  -0.368
O10 -4.682 0.003 1.883  0.046
O11 -4.509 -2.014 1.051  0.076
H17 -2.524 -3.108 6.853  0.084
H18 -3.958 -0.838 6.859  0.114
H19 -4.897 -0.009 4.403  0.132
H20 -2.716 -3.721 2.536  0.106
H21 -1.485 -3.970 4.812  0.113
C26 -1.709 4.485 -0.605  -0.343
O12 -1.167 4.935 -1.640  -0.068
N5 -1.596 5.005 0.608  -0.157
C27 -2.121 4.329 1.762  -0.051
C28 -0.735 6.256 0.876  0.018
H22 -2.197 3.302 -0.905  0.205
H23 -2.011 4.868 2.673  0.081
H24 -1.355 3.475 1.846  0.105
H25 -2.968 3.855 1.618  0.026
H26 -0.007 6.275 0.151  0.046
H27 -0.085 6.188 1.762  0.081
H28 -1.397 7.021 1.029  0.057
C29 3.790 -0.404 -0.405  -0.269
O13 4.150 -1.441 -1.133  -0.118
N6 4.568 0.007 0.534  -0.155
C30 4.050 1.056 1.431  -0.017
C31 5.846 -0.537 0.868  -0.023
H29 2.836 0.084 -0.565  0.122
H30 3.864 0.641 2.453  0.102
H31 3.016 1.505 1.245  0.101
H32 4.614 1.818 1.453  0.006
H33 6.116 -0.984 0.042  0.020
H34 5.900 -1.027 1.780  0.072
H35 6.704 0.287 0.941  0.142
C32 -3.583 -0.170 -4.021  -0.351
O14 -3.641 0.022 -5.220  0.012
N7 -4.417 -0.980 -3.335  -0.172
C33 -4.431 -0.948 -1.873  -0.074
C34 -5.362 -1.901 -4.014  -0.026
H36 -2.991 0.416 -3.260  0.134
H37 -3.681 -1.638 -1.583  0.037
H38 -5.418 -1.204 -1.586  0.065
H39 -3.969 -0.063 -1.159  0.128
H40 -5.099 -2.093 -4.965  0.045
H41 -6.342 -1.609 -4.073  0.049
H42 -5.528 -2.846 -3.350  0.120
C35 1.201 1.824 3.328  -0.317
O15 2.177 2.678 3.350  -0.076
N8 0.847 0.990 4.247  -0.157
C36 -0.264 0.075 4.029  -0.017
C37 1.815 0.782 5.322  -0.029
H43 0.536 1.700 2.411  0.132
H44 0.075 -0.973 3.978  0.099
H45 -0.782 0.409 3.159  0.072
H46 -0.963 0.048 4.787  0.051
H47 1.684 1.544 6.169  0.112
H48 2.863 1.032 5.083  0.093
H49 1.565 -0.100 5.772  0.043
C38 2.795 -4.514 0.350  -0.351
O16 3.482 -5.361 0.856  -0.010
N9 1.716 -4.053 1.044  -0.147
C39 1.095 -2.781 0.473  -0.014
C40 1.238 -4.477 2.318  -0.047
H50 3.108 -4.222 -0.727  0.159
H51 1.071 -2.067 1.154  0.020
H52 -0.046 -2.871 0.131  0.133
H53 1.428 -2.271 -0.298  0.005
H54 0.284 -4.423 2.539  0.019
H55 2.005 -4.152 2.973  0.089
H56 1.366 -5.599 2.273  0.115

4.
Computed, not measured: C4H8O2 in the gas phase, with wB97M-V/def2-TZVPD.

Values from the calculation:
Gap between HOMO and LUMO = 10.316 eV
Energy above the lowest of the compared OMol25 structures with the same formula, charge and spin = 50.62 kcal per mole
LUMO = 0.78 eV
Max |F| = 0.7 eV/Å
Total charge = 0
SMILES string = OC/C=C/CO
Total energy = -8371.087 eV

Last column: Löwdin charge in e.
Atoms and positions in Å:
O1 -2.003 -0.408 -1.259  -0.070
C1 -1.572 -1.049 -0.075  -0.265
C2 -0.195 -0.623 0.358  -0.094
C3 0.779 -0.161 -0.430  -0.078
C4 1.834 0.716 0.214  -0.261
O2 1.145 1.615 1.074  -0.091
H1 -2.038 0.540 -1.068  0.090
H2 -2.256 -0.829 0.761  0.117
H3 -1.642 -2.123 -0.268  0.121
H4 -0.039 -0.546 1.435  0.118
H5 0.732 -0.249 -1.514  0.114
H6 2.398 1.282 -0.539  0.109
H7 2.554 0.158 0.825  0.118
H8 0.287 1.675 0.625  0.074

5.
Computed, not measured: C20H18N6O2Pd as an isolated structure, with wB97M-V/def2-TZVPD.

Values from the calculation:
Gap between HOMO and LUMO = 3.982 eV
LUMO = 4.81 eV
Max |F| = 0.5 eV/Å
Total charge = -2
Total energy = -37543.366 eV

Last column: Löwdin charge in e.
Atoms and positions in Å:
Pd1 -0.218 1.197 -2.220  0.304
C1 -4.215 -3.219 2.496  -0.095
C2 -3.117 -2.385 1.888  -0.327
C3 -1.892 -2.198 2.521  -0.096
C4 -0.871 -1.472 1.932  -0.047
C5 -0.988 -0.854 0.657  -0.244
N1 0.002 -0.205 0.019  0.066
C6 1.007 0.397 0.685  -0.263
C7 0.894 1.081 1.924  -0.037
C8 1.952 1.752 2.508  -0.080
C9 3.210 1.811 1.910  -0.315
C10 4.345 2.609 2.494  -0.090
C11 3.345 1.150 0.695  -0.011
C12 2.299 0.458 0.113  -0.135
N2 2.585 -0.256 -1.095  -0.088
C13 3.647 -1.069 -1.295  -0.109
C14 3.615 -1.467 -2.609  -0.101
C15 2.445 -0.861 -3.119  -0.172
N3 1.839 -0.119 -2.208  0.045
C16 -2.258 -1.052 0.033  -0.141
C17 -3.258 -1.798 0.632  -0.016
N4 -2.570 -0.417 -1.196  -0.121
C18 -3.625 0.413 -1.421  -0.122
C19 -3.542 0.850 -2.712  -0.110
C20 -2.361 0.246 -3.215  -0.241
N5 -1.776 -0.542 -2.302  0.005
H1 -4.044 -3.365 3.566  0.058
H2 -4.291 -4.214 2.044  0.063
H3 -5.195 -2.745 2.386  0.062
H4 -1.727 -2.640 3.501  0.091
H5 0.069 -1.356 2.457  0.094
H6 -0.077 1.086 2.404  0.104
H7 1.790 2.271 3.450  0.095
H8 4.196 2.776 3.564  0.059
H9 4.449 3.593 2.026  0.069
H10 5.304 2.096 2.373  0.061
H11 4.289 1.191 0.159  0.113
H12 4.320 -1.300 -0.487  0.107
H13 4.304 -2.128 -3.110  0.066
H14 2.010 -0.924 -4.104  0.089
H15 -4.186 -1.919 0.080  0.111
H16 -4.283 0.686 -0.612  0.106
H17 -4.154 1.593 -3.193  0.077
H18 -1.958 0.298 -4.212  0.074
O1 0.293 4.197 -2.555  -0.222
N6 -0.411 3.256 -2.956  -0.499
O2 -1.196 3.497 -3.896  -0.234

What is the LUMO in the fourth record? 0.78 eV

What is the formula in the third record? C40H56N9O16

Which of these has the lowest max |F|? C3H12InN2

The highest max |F| belongs to which entry? C40H56N9O16